ORCA calculation (ωB97M-V/def2-TZVPD) on a molecular structure, C34H28Br2N4O7Pb.

Geometry as XYZ:
```
76
Properties=species:S:1:pos:R:3:forces:R:3:lowdin_charge:R:1
O -0.900628 -3.932600 -3.077095 0.0 0.0 0.1 -0.015
Br 4.661117 -1.355618 -1.729042 0.0 0.0 0.0 0.744
H 2.421545 0.054981 1.837748 0.0 0.0 0.0 0.079
C -2.681794 1.694996 -0.457794 0.0 0.0 0.0 -0.072
C -1.780083 -1.931613 3.713448 0.0 0.0 0.0 -0.148
C -5.436809 -0.792106 -0.010915 0.0 0.0 0.0 -0.071
C -0.354452 1.382493 4.017203 0.0 0.0 0.0 -0.264
C 0.568725 -1.756277 4.246146 0.0 0.1 0.0 -0.139
H -6.447953 -0.852251 0.370508 0.0 0.0 0.0 0.102
Br 2.118652 6.542920 -1.232229 0.0 0.0 0.0 0.650
H -1.751915 1.003291 2.697326 0.0 0.0 0.0 0.028
H 4.127715 1.755748 1.296640 0.0 0.0 0.0 0.091
C 0.947556 5.060102 -0.948969 0.0 0.0 0.0 -0.698
H -1.510673 -2.814782 3.128078 0.0 0.0 0.0 0.114
H -2.875839 -2.677695 -1.176450 0.0 0.0 0.0 0.098
H -5.236830 -2.903727 -0.382210 0.0 0.0 0.0 0.101
C -4.767840 -1.930171 -0.421732 0.0 0.0 0.0 -0.052
Pb -0.291084 -1.255111 0.698449 0.1 0.0 0.1 1.495
C 1.023113 4.354234 0.242403 0.0 0.0 0.0 -0.125
C 3.430395 2.067456 -0.687214 0.0 0.0 0.0 -0.088
H 0.705180 1.247275 3.750587 0.0 0.0 0.0 0.106
C 1.246697 -2.718545 3.252384 0.0 -0.1 0.0 -0.680
C 2.409312 0.508930 0.849882 0.0 0.0 0.0 -0.154
H 1.334487 -1.005513 4.470600 0.0 0.0 0.0 0.122
C 4.000970 -3.522461 -3.441394 0.0 0.0 0.0 -0.136
H -3.255604 2.630288 -0.467071 0.0 0.0 0.0 0.131
H 3.252068 3.028726 -3.193347 0.0 0.0 0.0 0.103
H -1.413337 3.261194 -2.543139 0.0 0.0 0.0 0.113
C -3.033098 -1.305509 3.048228 0.0 0.0 0.0 -0.696
C -3.450706 0.432975 -0.474395 0.0 0.0 0.0 -0.286
C 1.599791 1.890576 -3.920476 0.0 0.0 0.0 -0.112
H 0.044512 5.244866 -2.882235 0.0 0.0 0.0 0.094
H -5.238817 1.334865 0.289438 0.0 0.0 0.0 0.107
C 0.586362 0.343631 -2.373100 0.0 0.0 0.0 -0.061
C 1.776169 -4.365821 -3.658397 0.1 0.0 0.0 -0.018
H 0.375874 -2.315759 5.174032 0.0 0.0 0.0 0.118
H 3.465118 -5.134108 -4.749528 0.0 0.0 0.0 0.096
C 3.396403 1.477668 0.543470 0.0 0.0 0.0 -0.112
C 1.510276 0.715745 -1.359755 0.0 0.0 0.0 -0.237
C 0.069522 4.698622 -1.949114 0.0 0.0 0.0 -0.145
N -2.799407 -0.658971 -0.874479 -0.2 0.0 -0.1 0.080
C 3.113035 -4.414390 -4.019386 0.0 0.0 0.0 -0.081
H 1.624657 2.338508 -4.908131 0.0 0.0 0.0 0.087
C 2.486694 1.694811 -1.677104 0.0 0.0 0.0 -0.207
H -0.085003 0.601966 -4.372439 0.0 0.0 0.0 0.095
C 1.370976 -3.441586 -2.703438 0.0 0.0 0.0 -0.162
C 0.209468 3.252906 0.429081 -0.1 0.0 0.0 -0.004
O -1.096828 1.733438 2.875544 0.0 0.0 0.0 -0.123
H 4.174354 2.820738 -0.928385 0.0 0.0 0.0 0.102
C 3.475564 -2.632051 -2.514436 0.0 0.0 -0.1 -0.720
H -2.081698 -2.300180 4.707363 0.0 0.0 0.0 0.123
C -0.109237 -3.391034 -2.293877 0.0 0.0 0.0 -0.634
N -0.621601 -1.052520 3.795389 0.0 0.0 0.0 -0.195
H 1.027868 -5.012194 -4.092643 0.0 0.0 0.0 0.106
C -0.689844 2.872496 -0.566872 0.0 0.0 0.0 -0.264
H -0.403521 2.199229 4.751977 0.0 0.0 0.0 0.106
C -4.772619 0.421209 -0.056611 0.0 0.0 0.0 -0.036
C -0.757082 3.599380 -1.751372 0.0 0.0 0.0 -0.029
H 5.052035 -3.506205 -3.689453 0.0 0.0 0.0 0.083
O -0.369483 -2.815804 -1.206577 -0.1 0.0 0.0 -0.207
H -1.950394 0.218952 4.798893 0.0 0.0 0.0 0.124
O -4.062783 -1.993143 3.117702 0.0 0.0 0.0 -0.043
O -2.905690 -0.173684 2.498302 0.0 0.0 0.0 -0.095
C 2.503882 2.273616 -2.971802 0.0 0.0 0.0 -0.061
O 1.766047 -3.724733 3.737492 0.0 0.0 0.0 -0.016
O 1.299562 -2.360549 2.027229 -0.1 0.0 0.0 -0.217
N 2.226243 -2.585981 -2.137296 0.0 0.0 0.0 0.133
H -0.160383 -0.407704 -2.141826 0.0 0.0 0.0 0.081
C 0.628035 0.910245 -3.616233 0.0 0.0 0.0 -0.091
C -0.874749 0.107399 4.650243 0.0 0.0 0.0 -0.191
H -0.422351 -0.034432 5.644734 0.0 0.0 0.0 0.116
C -3.453271 -1.815787 -0.854820 0.1 0.0 0.0 -0.129
H 0.245742 2.665476 1.335665 0.0 0.0 0.0 0.098
H 1.731545 4.643003 1.006566 0.0 0.0 0.0 0.100
N -1.421057 1.684275 -0.429614 0.0 0.0 0.0 0.137
C 1.457196 0.121390 -0.060357 0.0 0.0 0.0 -0.253
```
Positions in Å, forces in eV/Å.

The LUMO energy comes out at 3.71 eV. The value obtained for the total energy is -201342.0123 eV. As for the molar mass: 971.63 g/mol. For the HOMO energy, the calculation gives -2.5 eV. The net charge is -2. The calculation puts the frontier orbital gap at 6.16 eV.